Entry from OMol25: a cluster of 2 separate species, C4H6N2S2 in total in a non-equilibrium geometry (ωB97M-V/def2-TZVPD).

Geometry as XYZ:
```
14
Properties=species:S:1:pos:R:3:forces:R:3:nbo_charge:R:1
C 1.838 -1.098 0.443 -1.7 1.5 -0.5 -0.086
C 1.701 -0.064 1.366 2.5 -2.5 -0.8 -0.463
C -2.061 1.244 -1.416 2.5 2.4 0.3 -0.741
C -1.516 0.784 -0.105 -1.8 0.5 -2.1 -0.103
N 3.079 -1.519 0.206 0.2 -0.3 -0.8 -0.192
N 3.929 -0.913 0.913 2.0 -0.4 0.7 -0.379
S 3.295 0.128 1.987 -1.4 0.9 -0.1 0.652
S -2.237 -0.504 0.590 -1.9 -3.2 1.7 0.000
H 1.074 -1.418 -0.264 -0.1 -0.2 0.6 0.223
H -2.569 2.244 -1.329 0.6 -0.8 -0.4 0.225
H -1.141 1.281 -2.047 -1.0 0.5 -0.3 0.233
H -2.731 0.542 -1.850 -0.6 -0.7 -0.2 0.226
H 0.778 0.245 1.711 -1.4 1.1 0.8 0.244
H -3.439 -0.953 -0.204 2.2 1.4 0.9 0.160
```
Positions in Å, forces in eV/Å.

As for the molecular weight: 146.240 g mol⁻¹. As for the energy: -28889.7060 eV. Its spin multiplicity is 3. As for the LUMO energy (spin up / spin down): 0.450 / -1.969 eV. As for the largest force on an atom: 0.0805 hartree/bohr. As for the energy relative to the best compared isomer or geometry (same formula, charge and spin): 47.8 kcal/mol. The expectation value of S² is 2.010. Its total charge is 0. The gap between HOMO and LUMO (spin up / spin down) comes out at 7.64 / 7.90 eV.



Entry from OMol25: a cluster of 2 separate species, C4H6N2S3 in total in a non-equilibrium geometry (ωB97M-V/def2-TZVPD).

Geometry as XYZ:
```
15
Properties=species:S:1:pos:R:3:forces:R:3:nbo_charge:R:1
S -0.271 1.907 3.353 0.2 -0.3 -0.2 -0.137
C 0.873 0.865 2.777 -0.8 1.3 0.5 -0.153
N 1.997 1.249 2.077 -2.1 -2.6 2.0 -0.388
N 2.733 0.223 1.681 2.6 1.4 -2.0 -0.213
C 2.324 -0.881 2.068 0.2 -3.6 0.0 -0.165
S 0.867 -0.879 2.987 -0.1 0.9 0.0 0.395
H 2.018 2.110 1.621 0.4 1.5 -0.8 0.425
H 2.810 -1.855 1.780 -0.4 1.3 0.4 0.232
C -0.210 -1.396 -0.821 -1.1 1.7 -2.5 -0.467
C -1.242 -0.404 -0.581 -0.9 0.6 -3.3 -0.473
S 0.318 0.286 -1.164 0.8 0.8 0.0 0.054
H 0.270 -1.821 -0.071 1.9 -1.8 3.6 0.205
H -0.158 -1.969 -1.698 -0.6 -0.8 -1.1 0.225
H -2.009 -0.184 -1.363 0.5 -0.8 0.9 0.232
H -1.485 -0.060 0.351 -0.6 0.3 2.4 0.229
```
Positions in Å, forces in eV/Å.

As for the molecular weight: 178.307 g mol⁻¹. As for the energy: -39729.1492 eV. As for the LUMO energy: 0.306 eV. As for the largest force on an atom: 0.0867 hartree/bohr. As for the energy relative to the best compared isomer or geometry (same formula, charge and spin): 40.5 kcal/mol. Its SMILES is S=c1[nH]ncs1.C1CS1. Its total charge is 0. The gap between HOMO and LUMO comes out at 8.82 eV.



Entry from OMol25: a cluster of 2 separate species, C4H6N3O in total in a non-equilibrium geometry (ωB97M-V/def2-TZVPD).

Geometry as XYZ:
```
14
Properties=species:S:1:pos:R:3:forces:R:3:nbo_charge:R:1
C -1.458 -1.184 -0.743 -0.6 0.0 0.2 -0.432
C -2.694 -1.062 -0.163 -0.3 0.0 0.0 -0.124
C -0.581 -0.359 0.019 2.0 0.0 -0.7 -0.225
C 2.658 0.673 0.084 -0.2 0.5 0.4 -0.515
N -1.256 0.223 0.983 -0.2 0.6 0.9 -0.419
N -2.550 -0.207 0.884 -0.9 -0.4 -0.2 -0.417
N 2.577 -0.759 -0.175 1.3 -2.4 2.1 0.150
O 3.035 -1.480 0.755 -1.3 2.4 -2.4 -0.373
H -1.200 -1.786 -1.597 0.0 -0.1 -0.1 0.189
H -3.655 -1.497 -0.393 -0.1 0.0 0.0 0.174
H 2.487 0.916 1.136 0.0 -0.1 -0.1 0.207
H 3.662 1.022 -0.196 0.0 -0.3 0.0 0.182
H 1.917 1.162 -0.543 -0.1 -0.1 0.1 0.237
H -3.278 0.109 1.511 0.3 -0.1 -0.2 0.365
```
Positions in Å, forces in eV/Å.

As for the molecular weight: 112.112 g mol⁻¹. As for the energy: -10758.5446 eV. As for the LUMO energy: 3.946 eV. As for the largest force on an atom: 0.0707 hartree/bohr. As for the energy relative to the best compared isomer or geometry (same formula, charge and spin): 64.1 kcal/mol. Its total charge is -1. The gap between HOMO and LUMO comes out at 5.95 eV.



Entry from OMol25: the ion C4H6N3O with charge +1 in a non-equilibrium geometry (ωB97M-V/def2-TZVPD).

Geometry as XYZ:
```
14
Properties=species:S:1:pos:R:3:forces:R:3:nbo_charge:R:1
C 1.907 -0.139 -0.109 -3.0 -0.5 0.6 0.374
C 3.290 -0.320 0.114 0.9 0.2 -1.1 -0.234
C -1.579 -0.532 -0.060 1.5 -1.8 -0.3 0.254
C -2.639 0.366 0.076 -2.7 -0.2 1.2 -0.735
N 0.911 -1.020 -0.190 -0.7 0.9 0.1 -0.206
N 0.040 1.136 -0.315 0.3 0.1 0.7 0.180
N -0.338 -0.150 -0.210 3.8 -0.5 -0.1 -0.057
O 1.367 1.163 -0.095 0.1 -0.1 -0.6 -0.243
H 3.890 0.650 0.087 -0.7 -1.7 0.3 0.256
H 3.776 -1.354 0.029 -0.9 1.8 0.3 0.269
H -1.758 -1.593 -0.068 0.3 -0.3 0.0 0.257
H -2.940 0.476 1.126 0.2 -0.7 0.5 0.313
H -2.337 1.349 -0.039 0.1 2.1 -1.4 0.275
H -3.588 -0.033 -0.345 0.8 0.7 -0.3 0.298
```
Positions in Å, forces in eV/Å.

As for the molecular weight: 112.112 g mol⁻¹. As for the energy: -10749.6843 eV. As for the LUMO energy (spin up / spin down): -6.467 / -6.529 eV. As for the largest force on an atom: 0.0745 hartree/bohr. As for the energy relative to the best compared isomer or geometry (same formula, charge and spin): 128.6 kcal/mol. Its total charge is +1. The gap between HOMO and LUMO (spin up / spin down) comes out at 7.81 / 7.42 eV.